2 unconnected molecules or ions with the total composition C5H5N, computed with wB97M-V/def2-TZVPD.

XYZ file:
```
11
Properties=species:S:1:pos:R:3
C 2.183 0.316 0.549
C 1.331 0.447 -0.444
C 0.190 0.379 -0.990
C -1.110 0.156 -1.078
C -1.608 -1.154 -1.370
N -2.010 -2.218 -1.587
H 2.686 -0.629 0.729
H 2.363 1.130 1.245
H -1.828 0.937 -0.847
H 0.119 -0.379 1.530
H -0.570 -0.430 1.250
```

Properties
relative energy (zero: lowest compared OMol25 entry of this formula, charge and spin): 431.82 kJ/mol
LUMO: -0.81 eV
frontier orbital gap: 0.32772 Ha
net charge: 0